No. 1
# C21H26CoFN7O5

C21H26CoFN7O5 as an isolated structure (ωB97M-V/def2-TZVPD, the OMol25 dataset).

Computed properties:
HOMO level (spin up / spin down) in eV: -11.68 / -11.68
Largest force on an atom in eV/Å: 0.3
Energy above the lowest of the compared OMol25 structures with the same formula, charge and spin in kcal/mol: 7.7
Charge: +1
LUMO level (spin up / spin down) in Ha: -0.1546 / -0.1567

Cartesian coordinates (Å):
Co (2.25, 0.82, 1.12)
C (-5.00, 1.22, 0.40)
C (-4.59, -0.09, 1.06)
C (-5.22, -1.27, 0.35)
C (-4.79, -2.58, 0.99)
C (-3.29, -2.68, 0.97)
C (-2.66, -3.90, 0.90)
C (-1.26, -3.98, 0.90)
F (-0.70, -5.19, 0.83)
C (-0.48, -2.87, 0.99)
C (-1.10, -1.61, 1.06)
C (-0.29, -0.42, 1.17)
O (0.99, -0.57, 1.21)
C (-0.96, 0.81, 1.25)
C (-2.34, 0.82, 1.22)
N (-3.10, -0.25, 1.09)
C (-2.50, -1.51, 1.03)
C (-0.28, 2.14, 1.41)
O (-0.94, 3.12, 1.69)
O (1.01, 2.18, 1.20)
H (-6.08, 1.20, 0.23)
H (-4.51, 1.34, -0.56)
H (-4.80, 2.10, 1.02)
H (-4.92, -0.09, 2.11)
H (-4.94, -1.25, -0.71)
H (-6.30, -1.16, 0.40)
H (-5.22, -3.44, 0.48)
H (-5.14, -2.62, 2.02)
H (-3.23, -4.82, 0.84)
H (0.60, -2.95, 1.01)
H (-2.82, 1.78, 1.30)
N (2.35, 0.86, 3.08)
N (3.66, 0.51, 3.47)
C (4.61, 0.53, 2.44)
O (5.78, 0.47, 2.65)
O (4.04, 0.58, 1.23)
H (2.09, 1.80, 3.37)
H (1.68, 0.19, 3.47)
H (3.96, 0.76, 4.40)
C (1.99, 2.22, -1.45)
N (2.08, 2.25, -2.88)
C (3.46, 1.95, -3.29)
N (3.86, 0.62, -2.83)
C (3.79, 0.58, -1.39)
N (2.38, 0.86, -0.89)
C (1.47, -0.15, -1.55)
N (1.57, -0.11, -2.99)
C (1.20, 1.24, -3.45)
C (2.95, -0.37, -3.39)
H (0.96, 2.42, -1.14)
H (2.64, 2.96, -1.00)
H (4.13, 2.70, -2.86)
H (3.53, 1.99, -4.37)
H (4.45, 1.32, -0.95)
H (4.07, -0.41, -1.03)
H (0.45, 0.08, -1.25)
H (1.75, -1.14, -1.18)
H (0.17, 1.45, -3.15)
H (1.26, 1.27, -4.53)
H (3.01, -0.35, -4.48)
H (3.24, -1.36, -3.04)

Per-atom natural (NBO) charges, elementary charge units:
1 Co 1.415
2 C -0.627
3 C -0.026
4 C -0.406
5 C -0.429
6 C 0.006
7 C -0.214
8 C 0.414
9 F -0.297
10 C -0.259
11 C -0.064
12 C 0.477
13 O -0.683
14 C -0.349
15 C 0.179
16 N -0.298
17 C 0.147
18 C 0.777
19 O -0.591
20 O -0.741
21 H 0.244
22 H 0.224
23 H 0.227
24 H 0.214
25 H 0.217
26 H 0.240
27 H 0.241
28 H 0.231
29 H 0.247
30 H 0.257
31 H 0.262
32 N -0.584
33 N -0.508
34 C 0.866
35 O -0.557
36 O -0.766
37 H 0.406
38 H 0.403
39 H 0.410
40 C -0.075
41 N -0.448
42 C -0.080
43 N -0.447
44 C -0.074
45 N -0.465
46 C -0.066
47 N -0.454
48 C -0.080
49 C -0.080
50 H 0.218
51 H 0.219
52 H 0.210
53 H 0.214
54 H 0.231
55 H 0.222
56 H 0.197
57 H 0.216
58 H 0.200
59 H 0.216
60 H 0.214
61 H 0.207

No. 2
# C21H26N2O3

A single C21H26N2O3 molecule (ωB97M-V/def2-TZVPD, the OMol25 dataset).

Computed properties:
HOMO level in eV: -8.08
Largest force on an atom in eV/Å: 0.7
SMILES: NC(=O)C1CCN(C[C@@H](O)COc2ccc(-c3ccccc3)cc2)CC1
Energy above the lowest of the compared OMol25 structures with the same formula, charge and spin in kcal/mol: 38.6
Charge: 0
LUMO level in Ha: 0.0240

Cartesian coordinates (Å):
N (-4.31, 1.78, -3.77)
C (-3.78, 1.12, -2.72)
O (-4.47, 0.72, -1.81)
C (-2.27, 0.94, -2.82)
C (-1.73, 0.00, -1.74)
C (-1.78, 0.65, -0.36)
N (-1.03, 1.91, -0.35)
C (-0.94, 2.45, 0.99)
C (0.12, 3.55, 1.14)
O (0.13, 4.04, 2.46)
C (1.53, 3.04, 0.77)
O (2.00, 2.13, 1.73)
C (1.96, 0.78, 1.53)
C (2.45, 0.01, 2.59)
C (2.47, -1.36, 2.51)
C (2.02, -2.02, 1.37)
C (2.04, -3.49, 1.28)
C (2.42, -4.12, 0.10)
C (2.45, -5.50, 0.02)
C (2.10, -6.27, 1.11)
C (1.71, -5.65, 2.29)
C (1.69, -4.27, 2.38)
C (1.54, -1.25, 0.32)
C (1.50, 0.13, 0.39)
C (-1.65, 2.83, -1.29)
C (-1.54, 2.28, -2.71)
H (-3.77, 2.08, -4.56)
H (-5.31, 1.94, -3.79)
H (-2.06, 0.50, -3.81)
H (-2.33, -0.91, -1.71)
H (-0.70, -0.26, -1.98)
H (-1.32, -0.02, 0.37)
H (-2.83, 0.81, -0.07)
H (-1.91, 2.86, 1.34)
H (-0.68, 1.63, 1.67)
H (-0.12, 4.41, 0.51)
H (0.59, 3.40, 3.01)
H (1.53, 2.63, -0.24)
H (2.22, 3.89, 0.81)
H (2.80, 0.52, 3.47)
H (2.86, -1.93, 3.34)
H (2.72, -3.53, -0.75)
H (2.76, -5.98, -0.90)
H (2.12, -7.35, 1.05)
H (1.43, -6.25, 3.15)
H (1.37, -3.80, 3.29)
H (1.16, -1.73, -0.57)
H (1.09, 0.69, -0.44)
H (-1.13, 3.79, -1.23)
H (-2.71, 3.00, -1.04)
H (-1.95, 3.01, -3.41)
H (-0.48, 2.13, -2.94)

Per-atom natural (NBO) charges, elementary charge units:
1 N -0.829
2 C 0.681
3 O -0.616
4 C -0.324
5 C -0.389
6 C -0.237
7 N -0.463
8 C -0.243
9 C 0.073
10 O -0.710
11 C -0.091
12 O -0.516
13 C 0.307
14 C -0.259
15 C -0.197
16 C -0.014
17 C 0.034
18 C -0.237
19 C -0.204
20 C -0.223
21 C -0.193
22 C -0.241
23 C -0.202
24 C -0.315
25 C -0.226
26 C -0.392
27 H 0.391
28 H 0.405
29 H 0.222
30 H 0.228
31 H 0.201
32 H 0.210
33 H 0.201
34 H 0.186
35 H 0.205
36 H 0.176
37 H 0.474
38 H 0.194
39 H 0.198
40 H 0.222
41 H 0.214
42 H 0.212
43 H 0.212
44 H 0.212
45 H 0.211
46 H 0.212
47 H 0.211
48 H 0.239
49 H 0.200
50 H 0.173
51 H 0.206
52 H 0.211

No. 3
# C21H26N2O4

A single C21H26N2O4 molecule (ωB97M-V/def2-TZVPD, the OMol25 dataset).

Computed properties:
HOMO level in eV: -7.79
Largest force on an atom in eV/Å: 0.8
SMILES: CCOC(=O)[C@H]1CCCN(c2c(NCCc3cccc(C)c3)c(=O)c2=O)C1
Energy above the lowest of the compared OMol25 structures with the same formula, charge and spin in kcal/mol: 54.3
Charge: 0
LUMO level in Ha: 0.0157

Cartesian coordinates (Å):
C (-3.16, 0.66, -2.15)
C (-2.35, 1.93, -1.94)
O (-1.59, 1.89, -0.73)
C (-2.25, 2.16, 0.40)
O (-3.42, 2.45, 0.45)
C (-1.33, 2.12, 1.62)
C (-2.15, 1.79, 2.87)
C (-2.60, 0.33, 2.83)
C (-1.39, -0.59, 2.65)
N (-0.65, -0.23, 1.45)
C (-0.70, -1.01, 0.37)
C (-0.23, -0.97, -0.95)
N (0.39, -0.06, -1.74)
C (1.16, -0.53, -2.88)
C (2.46, -1.24, -2.44)
C (3.09, -0.50, -1.30)
C (3.83, 0.66, -1.52)
C (4.32, 1.39, -0.45)
C (4.07, 0.98, 0.85)
C (3.34, -0.18, 1.09)
C (3.07, -0.65, 2.49)
C (2.86, -0.90, 0.01)
C (-0.73, -2.32, -1.24)
O (-0.71, -3.04, -2.21)
C (-1.22, -2.38, 0.19)
O (-1.78, -3.17, 0.91)
C (-0.17, 1.13, 1.47)
H (-2.51, -0.21, -2.17)
H (-3.89, 0.55, -1.35)
H (-3.70, 0.73, -3.09)
H (-3.01, 2.80, -1.91)
H (-1.60, 2.05, -2.73)
H (-0.92, 3.14, 1.71)
H (-1.53, 1.96, 3.76)
H (-3.02, 2.44, 2.92)
H (-3.29, 0.18, 2.00)
H (-3.12, 0.07, 3.75)
H (-0.72, -0.50, 3.51)
H (-1.71, -1.63, 2.56)
H (0.74, 0.77, -1.30)
H (0.54, -1.22, -3.45)
H (1.39, 0.35, -3.49)
H (2.21, -2.25, -2.13)
H (3.13, -1.29, -3.29)
H (4.02, 0.99, -2.53)
H (4.90, 2.28, -0.62)
H (4.45, 1.55, 1.68)
H (2.13, -1.19, 2.55)
H (3.86, -1.33, 2.80)
H (3.06, 0.18, 3.19)
H (2.29, -1.81, 0.19)
H (0.50, 1.25, 2.33)
H (0.40, 1.34, 0.56)

Per-atom natural (NBO) charges, elementary charge units:
1 C -0.636
2 C -0.073
3 O -0.526
4 C 0.807
5 O -0.599
6 C -0.326
7 C -0.399
8 C -0.414
9 C -0.226
10 N -0.403
11 C 0.116
12 C 0.166
13 N -0.610
14 C -0.211
15 C -0.446
16 C -0.007
17 C -0.197
18 C -0.209
19 C -0.234
20 C 0.005
21 C -0.635
22 C -0.239
23 C 0.400
24 O -0.576
25 C 0.432
26 O -0.567
27 C -0.202
28 H 0.215
29 H 0.225
30 H 0.221
31 H 0.199
32 H 0.193
33 H 0.241
34 H 0.202
35 H 0.239
36 H 0.214
37 H 0.220
38 H 0.184
39 H 0.256
40 H 0.398
41 H 0.235
42 H 0.198
43 H 0.224
44 H 0.222
45 H 0.203
46 H 0.213
47 H 0.210
48 H 0.219
49 H 0.228
50 H 0.213
51 H 0.214
52 H 0.205
53 H 0.217

No. 4
# C21H26N2O4S

A single C21H26N2O4S molecule (ωB97M-V/def2-TZVPD, the OMol25 dataset).

Computed properties:
HOMO level in eV: -7.76
Largest force on an atom in eV/Å: 1.0
SMILES: CCOC(=O)c1ccc(N2CCCCC2)c(NS(=O)(=O)c2ccc(C)cc2)c1
Energy above the lowest of the compared OMol25 structures with the same formula, charge and spin in kcal/mol: 4.6
Charge: 0
LUMO level in Ha: 0.0181

Cartesian coordinates (Å):
C (-5.48, -0.25, 1.13)
C (-4.89, 1.06, 1.64)
O (-3.47, 1.08, 1.49)
C (-3.00, 1.56, 0.32)
O (-3.71, 1.97, -0.57)
C (-1.53, 1.52, 0.26)
C (-0.85, 2.25, -0.71)
C (0.52, 2.20, -0.79)
C (1.29, 1.38, 0.05)
N (2.65, 1.35, -0.02)
C (3.48, 1.29, 1.17)
C (4.65, 0.33, 0.98)
C (5.46, 0.74, -0.25)
C (4.52, 0.76, -1.45)
C (3.37, 1.75, -1.20)
C (0.57, 0.56, 0.97)
N (1.24, -0.51, 1.61)
S (1.40, -1.87, 0.59)
O (2.54, -1.68, -0.26)
O (1.39, -3.00, 1.47)
C (-0.08, -1.80, -0.40)
C (-1.27, -2.27, 0.10)
C (-2.44, -2.03, -0.59)
C (-2.43, -1.30, -1.78)
C (-3.70, -0.94, -2.48)
C (-1.21, -0.86, -2.28)
C (-0.03, -1.11, -1.60)
C (-0.79, 0.68, 1.10)
H (-5.02, -1.09, 1.63)
H (-6.55, -0.26, 1.32)
H (-5.31, -0.34, 0.06)
H (-5.32, 1.90, 1.11)
H (-5.06, 1.17, 2.72)
H (-1.42, 2.88, -1.38)
H (1.02, 2.83, -1.51)
H (2.87, 0.98, 2.02)
H (3.87, 2.30, 1.36)
H (5.28, 0.35, 1.88)
H (4.26, -0.67, 0.84)
H (6.27, 0.04, -0.42)
H (5.89, 1.73, -0.10)
H (5.05, 1.05, -2.36)
H (4.09, -0.23, -1.58)
H (2.70, 1.73, -2.06)
H (3.77, 2.77, -1.09)
H (0.75, -0.83, 2.44)
H (-1.27, -2.82, 1.03)
H (-3.38, -2.39, -0.20)
H (-4.51, -1.62, -2.20)
H (-3.57, -0.97, -3.56)
H (-3.98, 0.07, -2.20)
H (-1.19, -0.31, -3.21)
H (0.92, -0.78, -1.97)
H (-1.31, 0.07, 1.82)

Per-atom natural (NBO) charges, elementary charge units:
1 C -0.631
2 C -0.075
3 O -0.514
4 C 0.795
5 O -0.621
6 C -0.222
7 C -0.134
8 C -0.275
9 C 0.216
10 N -0.432
11 C -0.207
12 C -0.417
13 C -0.395
14 C -0.408
15 C -0.206
16 C 0.104
17 N -0.860
18 S 2.294
19 O -0.939
20 O -0.940
21 C -0.279
22 C -0.212
23 C -0.221
24 C 0.030
25 C -0.648
26 C -0.207
27 C -0.198
28 C -0.167
29 H 0.207
30 H 0.218
31 H 0.216
32 H 0.203
33 H 0.188
34 H 0.235
35 H 0.219
36 H 0.229
37 H 0.172
38 H 0.206
39 H 0.232
40 H 0.211
41 H 0.188
42 H 0.205
43 H 0.224
44 H 0.207
45 H 0.176
46 H 0.406
47 H 0.236
48 H 0.216
49 H 0.215
50 H 0.221
51 H 0.251
52 H 0.218
53 H 0.240
54 H 0.227